# 1
2 unconnected molecules or ions with the total composition C3H9N, computed with wB97M-V/def2-TZVPD.

```
! wB97M-V def2-TZVPD RIJCOSX def2/J DEFGRID3
* xyz 0 1
C 2.364 0.069 -1.304
N 2.684 -1.187 -1.172
C 2.100 -1.952 -0.208
H 2.750 0.514 -2.172
H 1.691 0.563 -0.515
H 1.623 -1.503 0.768
H 1.216 -2.606 -0.536
H 2.755 -2.639 0.248
C -3.405 1.746 0.911
H -3.783 1.673 -0.117
H -2.357 1.677 1.166
H -3.719 2.658 1.473
H -3.918 0.989 1.456
*
```

## Properties
SMILES = C=NC.C
LUMO energy = 0.8761 eV
Orbital gap = 10.552 eV

---

# 2
2 unconnected molecules or ions with the total composition C3H9N11O, computed with wB97M-V/def2-TZVPD.

```
! wB97M-V def2-TZVPD RIJCOSX def2/J DEFGRID3
* xyz 2 1
C 0.118 4.400 -2.466
C 0.260 3.385 -1.477
C -0.494 0.444 1.740
N -0.093 5.241 -3.242
N -0.736 3.069 -0.644
N 1.300 2.581 -1.248
N -0.257 2.085 0.062
N -2.143 2.246 1.216
N -0.967 1.543 1.060
N 0.966 1.792 -0.231
N 0.151 -0.493 1.078
N 0.708 -1.638 -1.800
N 0.504 -1.718 1.427
N 0.500 -1.915 -3.003
O 0.653 -0.405 -1.489
H -0.930 0.323 2.780
H -1.943 2.831 2.146
H 0.456 -0.270 -0.012
H 1.072 -2.288 0.752
H -2.954 1.675 1.003
H 0.584 -1.813 2.435
H 2.224 2.853 -1.515
H 0.212 -1.014 -3.534
H 0.580 -2.904 -3.262
*
```

## Properties
LUMO energy (alpha / beta) = -8.2015 / -8.2011 eV
Orbital gap (alpha / beta) = 8.466 / 8.467 eV

---

# 3
A gas-phase ion, C3H9N2 (charge +1), computed with wB97M-V/def2-TZVPD.

```
! wB97M-V def2-TZVPD RIJCOSX def2/J DEFGRID3
* xyz 1 1
C -0.867 -1.369 0.163
C -0.356 -0.024 -0.241
C 2.021 0.038 -0.048
N 0.790 0.271 0.525
N -1.387 0.972 0.086
H -1.327 -1.503 1.089
H -0.534 -2.247 -0.335
H -0.173 0.193 -1.413
H 2.110 -0.097 -1.135
H 2.398 1.058 0.327
H 2.579 -0.851 0.471
H -1.494 1.700 -0.544
H -1.508 1.468 0.959
H -2.252 0.391 0.096
*
```

## Properties
LUMO energy (alpha / beta) = -5.0452 / -4.8731 eV
Orbital gap (alpha / beta) = 8.860 / 9.050 eV

---

# 4
2 unconnected molecules or ions with the total composition C3H9N2, computed with wB97M-V/def2-TZVPD.

```
! wB97M-V def2-TZVPD RIJCOSX def2/J DEFGRID3
* xyz 1 1
C -1.309 -1.682 -1.616
C -1.023 -0.598 -0.648
C 1.882 1.526 1.374
N -0.180 0.240 -0.200
N -2.002 -1.412 -0.326
H -1.750 -1.255 -2.491
H -0.642 -2.498 -1.601
H 1.174 1.568 2.107
H 1.470 1.566 0.457
H 2.677 2.235 1.518
H 0.668 0.530 -0.784
H -0.227 0.705 0.702
H 2.153 0.433 1.451
H -2.892 -1.359 0.059
*
```

## Properties
LUMO energy = -3.9542 eV
Orbital gap = 12.189 eV

---

Question: Number 3 is which compound?
Answer: C3H9N2

---

Question: Which formula does entry 1 have?
Answer: C3H9N